{"formula": "C11H14N2O", "method": "the ωB97M-V functional and the def2-TZVPD basis", "elements": ["O", "N", "N", "C", "C", "C", "C", "C", "C", "C", "C", "C", "C", "C", "H", "H", "H", "H", "H", "H", "H", "H", "H", "H", "H", "H", "H", "H"], "positions_angstrom": [[-0.632921, -3.527598, 1.342691], [0.056519, 0.197428, -2.313049], [-0.974916, 2.079620, -2.939727], [-0.721841, -1.348136, 1.823495], [-1.199386, 1.955614, -1.554296], [-0.149802, 1.073641, -3.345333], [1.881894, -1.074028, 1.212064], [-0.092897, -0.093486, 1.951812], [-2.030126, 2.914660, -0.850748], [0.021674, -2.421440, 1.375963], [1.354899, -2.311395, 1.029572], [1.203650, 0.134648, 1.632213], [-0.549753, 0.738671, -1.157693], [1.897434, 1.408598, 1.692986], [-0.252272, -4.325734, 0.873635], [2.581901, 1.497919, 0.861157], [0.252656, -0.789910, -2.336256], [2.582771, 1.710624, 2.538825], [-3.073880, 3.095679, -1.301471], [0.159722, 1.094386, -4.289825], [-0.335823, 0.288322, -0.264754], [-0.582414, 0.786169, 2.171316], [-2.312163, 2.367845, 0.125608], [1.872533, -3.307821, 0.886567], [1.248450, 2.400926, 1.535643], [-1.434093, 3.836918, -0.641445], [2.898462, -0.890891, 1.013425], [-1.808182, -1.347066, 1.995269]], "forces_ev_per_angstrom": [[-1.9, -5.2, -0.9], [-0.5, 1.4, 0.8], [1.8, -0.9, 0.5], [0.0, 2.1, 0.1], [2.2, -3.9, -2.7], [-4.1, 1.8, 5.2], [0.8, 2.5, 0.1], [-0.1, -1.3, -0.3], [-1.8, -0.2, 2.4], [0.0, 2.0, 0.2], [-0.1, -1.3, 0.8], [0.9, -3.9, -0.2], [-1.2, 2.7, -3.6], [0.6, 4.4, -0.2], [-0.1, 1.8, 0.8], [0.2, -0.2, -0.5], [0.5, 0.2, -0.3], [-1.0, -1.0, -0.2], [1.9, 0.0, 0.2], [1.5, -0.8, -3.6], [0.0, -1.0, 1.9], [-1.9, 1.5, 0.9], [0.6, 1.3, -1.0], [-0.1, 1.7, -0.3], [0.8, -2.4, 0.5], [-1.0, -0.5, -0.1], [1.4, -0.2, -0.4], [0.7, -0.7, 0.0]], "smiles": "Cc1ccc(O)cc1.Cc1c[nH]cn1", "e_above_lowest_ev": 3.3075, "total_charge": 0, "total_energy_ev": -16659.6050}